w:
{
  "formula": "C8H13N",
  "method": "ωB97M-V with the def2-TZVPD basis set",
  "symbols": ["C", "C", "C", "C", "C", "C", "C", "C", "N", "H", "H", "H", "H", "H", "H", "H", "H", "H", "H", "H", "H", "H"],
  "coordinates": [[-1.99, 0.11, -0.71], [1.38, 0.07, 1.64], [1.62, -0.42, -1.80], [-0.66, 0.09, -0.10], [0.17, 0.15, 0.83], [0.78, 0.66, -1.23], [-1.69, -1.45, 2.42], [0.68, 1.90, -1.68], [-1.32, -0.27, 2.24], [-2.33, 1.13, -0.87], [-1.97, -0.41, -1.67], [-2.68, -0.38, -0.01], [1.95, -0.84, 1.43], [2.02, 0.93, 1.47], [1.07, 0.03, 2.69], [1.04, -1.33, -1.95], [2.04, -0.13, -2.77], [2.45, -0.67, -1.13], [-2.29, -1.76, 3.29], [-1.50, -2.28, 1.70], [1.23, 2.24, -2.55], [0.00, 2.63, -1.24]],
  "nbo_charge": [-0.67, -0.70, -0.68, 0.06, 0.27, 0.05, -0.15, -0.43, -0.56, 0.24, 0.23, 0.26, 0.24, 0.24, 0.28, 0.22, 0.22, 0.22, 0.14, 0.10, 0.20, 0.21],
  "multiplicity": 1,
  "molar_mass_g_mol": 123.20,
  "lumo_ev": [0.78, 0.78],
  "orbital_gap_ev": [7.42, 7.42],
  "homo_energy_ev": [-6.6390, -6.6399]
}

x:
{
  "formula": "C8H13N",
  "method": "ωB97M-V with the def2-TZVPD basis set",
  "symbols": ["C", "C", "N", "C", "C", "C", "C", "C", "C", "H", "H", "H", "H", "H", "H", "H", "H", "H", "H", "H", "H", "H"],
  "coordinates": [[2.02, -2.56, -0.28], [2.18, -1.39, 0.31], [1.28, -0.40, 0.35], [1.39, 0.88, 0.60], [0.30, 1.62, 0.38], [-0.90, 0.71, -0.05], [-1.37, 1.15, -1.42], [-1.99, 0.70, 0.97], [-0.15, -0.68, -0.17], [2.57, -3.45, -0.07], [1.03, -2.78, -0.76], [3.06, -1.10, 0.78], [2.41, 1.30, 0.69], [0.37, 2.67, 0.69], [-2.17, 0.48, -1.68], [-0.64, 1.02, -2.12], [-1.78, 2.14, -1.21], [-2.89, 0.20, 0.63], [-2.39, 1.59, 1.29], [-1.63, 0.27, 1.80], [-0.63, -1.34, 0.44], [-0.08, -1.03, -1.18]],
  "nbo_charge": [-0.53, 0.03, -0.40, 0.01, -0.31, -0.06, -0.59, -0.61, -0.20, 0.21, 0.19, 0.19, 0.21, 0.22, 0.19, 0.21, 0.21, 0.20, 0.22, 0.21, 0.20, 0.20],
  "multiplicity": 1,
  "smiles": "C=CN1C=CC(C)(C)C1",
  "molar_mass_g_mol": 123.20,
  "lumo_ev": 0.90,
  "orbital_gap_ev": 8.16,
  "homo_energy_ev": -7.2584
}

y:
{
  "formula": "C8H13N",
  "method": "ωB97M-V with the def2-TZVPD basis set",
  "symbols": ["C", "C", "C", "C", "C", "C", "C", "C", "H", "H", "H", "H", "H", "H", "H", "H", "H", "H", "H", "H", "H", "N"],
  "coordinates": [[-0.72, 2.12, -2.22], [-0.97, 1.38, -0.72], [-0.15, 0.71, 0.06], [1.45, 0.34, 0.18], [1.46, 0.19, 1.79], [0.78, -1.20, 1.14], [-0.79, -0.66, 0.77], [-1.45, -1.82, -0.15], [-1.35, 1.31, -2.98], [0.37, 2.16, -2.59], [-1.13, 3.18, -2.09], [-2.09, 1.49, -0.48], [2.20, 0.82, -0.58], [2.60, -0.06, 1.88], [1.36, 1.07, 2.51], [0.61, -2.21, 1.84], [2.48, -1.19, 0.64], [-1.35, -0.47, 1.83], [-1.62, -2.62, 0.67], [-2.41, -1.30, -0.56], [-0.77, -2.26, -0.89], [1.49, -1.00, -0.06]],
  "nbo_charge": [-0.65, -0.18, -0.04, -0.09, -0.46, -0.05, -0.23, -0.64, 0.22, 0.22, 0.22, 0.20, 0.22, 0.18, 0.25, 0.23, 0.33, 0.22, 0.21, 0.22, 0.23, -0.60],
  "multiplicity": 1,
  "molar_mass_g_mol": 123.20,
  "lumo_ev": 0.96,
  "orbital_gap_ev": 9.61,
  "homo_energy_ev": -8.6516
}

Here is how they stack up, most stable first: x, w, y.

w:
{
  "formula": "C3H9NO2S2",
  "method": "ωB97M-V with the def2-TZVPD basis set",
  "symbols": ["C", "C", "C", "N", "O", "O", "S", "S", "H", "H", "H", "H", "H", "H", "H", "H", "H"],
  "coordinates": [[-2.21, -0.10, 1.26], [3.18, 0.96, -0.24], [-1.03, -0.28, 0.38], [-1.83, -0.66, -1.66], [1.68, -0.09, -1.98], [1.90, -1.36, 0.12], [0.04, 1.11, 0.18], [1.78, -0.09, -0.56], [-2.03, 0.25, 2.26], [-3.02, 0.57, 0.86], [-2.69, -1.13, 1.49], [3.81, 0.77, -0.96], [2.77, 2.03, -0.10], [3.37, 0.53, 0.72], [-0.61, -1.33, 0.29], [-1.03, -0.54, -2.28], [-1.93, -1.63, -1.41]],
  "nbo_charge": [-0.70, -0.82, -0.23, -0.88, -0.93, -0.91, 0.06, 2.02, 0.24, 0.25, 0.23, 0.24, 0.26, 0.24, 0.27, 0.34, 0.32],
  "multiplicity": 1,
  "molar_mass_g_mol": 155.24,
  "lumo_ev": [-0.28, -0.28],
  "orbital_gap_ev": [8.17, 8.17],
  "homo_energy_ev": [-8.4537, -8.4518]
}

x:
{
  "formula": "C3H9NO2S2",
  "method": "ωB97M-V with the def2-TZVPD basis set",
  "symbols": ["C", "O", "S", "O", "S", "C", "C", "N", "H", "H", "H", "H", "H", "H", "H", "H", "H"],
  "coordinates": [[-2.37, 1.20, 0.09], [-1.85, 0.38, -0.86], [-0.54, -0.90, 0.02], [-0.90, -1.02, 1.41], [-0.49, -2.36, -1.05], [1.07, 0.08, -0.20], [1.98, -0.36, 0.94], [1.46, -0.13, -1.53], [-3.03, 2.01, -0.35], [-1.65, 1.73, 0.72], [-2.94, 0.81, 0.97], [0.86, 1.17, -0.06], [1.90, -1.52, 0.82], [1.25, -0.18, 1.77], [2.90, 0.25, 1.00], [1.71, -1.09, -1.58], [0.63, -0.06, -2.11]],
  "nbo_charge": [-0.28, -0.67, 1.57, -0.89, -0.32, -0.18, -0.66, -0.79, 0.20, 0.15, 0.17, 0.23, 0.22, 0.25, 0.25, 0.36, 0.38],
  "multiplicity": 1,
  "smiles": "CO[S@@](=O)(=S)[C@@H](C)N",
  "molar_mass_g_mol": 155.24,
  "lumo_ev": -0.39,
  "orbital_gap_ev": 9.42,
  "homo_energy_ev": -9.8117
}

Here is how they stack up, most stable first: x, w.